1.
Molecular formula: C5H11NO
Method: DFT, ωB97M-V/def2-TZVPD

The expectation value of S² is 0.7795. The net charge is +1. Its HOMO energy (alpha / beta) is -13.90 / -15.19 eV. Its spin multiplicity is 2. The value obtained for the energy above the lowest of the compared OMol25 structures with the same formula, charge and spin is 26.3 kcal/mol.

Last column: Löwdin charge in e.
Element x y z (Å)
O  1.374  -2.548  -2.296  -0.03
N  1.850  -0.154  -0.320  0.18
C  -2.673  0.670  1.236  0.15
C  0.515  -0.121  -0.329  -0.05
C  0.083  1.805  1.306  -0.01
C  -0.343  0.655  0.468  -0.19
C  -1.729  0.312  0.349  -0.09
H  2.297  0.573  0.233  0.12
H  2.304  -1.039  -0.114  0.14
H  1.551  -1.605  -2.417  0.03
H  -2.009  -0.229  -0.553  0.13
H  -2.432  1.257  2.114  0.09
H  -0.224  1.642  2.343  0.11
H  -3.710  0.345  1.180  0.10
H  -0.438  2.709  1.001  0.11
H  0.039  -0.949  -0.839  0.12
H  1.520  -2.710  -1.362  0.02
H  1.148  1.985  1.233  0.08

Atoms 1-2, force components in eV/Å:
O -0.2 0.4 0.0
N 0.0 0.9 1.4

=====

2.
Molecular formula: C29H27N4O3RhS4
Method: DFT, ωB97M-V/def2-TZVPD

The net charge is 0. Its HOMO energy is -7.75 eV. Its spin multiplicity is 1. The value obtained for the energy above the lowest of the compared OMol25 structures with the same formula, charge and spin is 8.9 kcal/mol.

Last column: Löwdin charge in e.
Element x y z (Å)
Rh  -0.268  0.278  -1.395  0.44
S  -0.719  -1.615  -2.729  0.58
S  1.673  0.775  -2.481  0.53
S  0.811  0.026  0.635  0.77
S  3.679  2.703  -1.340  0.88
O  0.727  -8.061  -0.949  0.11
O  2.217  -6.959  0.235  0.11
O  -2.126  0.276  -0.587  -0.29
N  1.329  -2.381  1.713  0.14
N  1.095  2.857  -0.859  -0.06
N  -0.760  -2.078  0.739  0.12
N  -0.206  2.261  -0.893  -0.12
C  -0.914  -4.292  -2.171  -0.13
C  -0.455  -5.515  -1.701  -0.04
C  1.989  2.182  -1.460  -1.09
C  -0.379  -4.059  1.864  0.04
C  -0.102  -3.156  -2.127  -0.66
C  3.025  6.953  0.691  -0.08
C  3.836  3.252  0.391  -0.42
C  -1.221  -3.277  1.123  -0.24
C  -2.593  2.629  -0.705  -0.10
C  1.652  -4.522  -1.157  -0.01
C  1.946  6.935  1.568  -0.10
C  -2.615  -3.636  0.724  0.01
C  0.917  -3.591  2.106  -0.28
C  -2.971  1.272  -0.622  -0.34
C  1.328  -6.910  -0.569  -0.49
C  3.173  4.545  0.798  -0.30
C  -0.940  4.564  -0.921  -0.01
C  3.633  5.764  0.311  -0.05
C  -1.202  3.084  -0.838  -0.21
C  -4.345  0.967  -0.540  -0.02
C  1.206  -3.301  -1.638  -0.10
C  0.825  -5.643  -1.179  -0.16
C  1.915  -4.444  2.823  -0.01
C  -4.937  3.301  -0.544  -0.10
C  2.099  4.536  1.680  -0.06
C  0.471  -1.612  1.053  -0.70
C  -3.606  3.613  -0.651  -0.05
C  -5.302  1.950  -0.504  -0.08
C  1.487  5.722  2.064  -0.09
H  4.470  5.779  -0.383  0.11
H  -5.683  4.084  -0.497  0.10
H  3.395  7.895  0.305  0.10
H  1.734  3.587  2.064  0.11
H  2.660  -4.628  -0.769  0.13
H  -1.140  -6.359  -1.717  0.11
H  1.468  7.862  1.863  0.10
H  0.650  5.698  2.752  0.10
H  -3.329  4.657  -0.700  0.10
H  -6.350  1.674  -0.455  0.10
H  2.923  -4.137  2.554  0.09
H  0.117  4.764  -1.026  0.07
H  -3.328  -3.151  1.393  0.10
H  0.103  -7.886  -1.663  0.09
H  -0.694  -5.036  2.210  0.13
H  -4.608  -0.083  -0.509  0.11
H  1.795  -4.304  3.902  0.10
H  -1.297  5.069  -0.022  0.09
H  3.503  2.422  1.011  0.07
H  -1.916  -4.203  -2.575  0.10
H  -2.819  -3.303  -0.295  0.09
H  -1.472  4.974  -1.780  0.10
H  1.862  -2.437  -1.637  0.10
H  -2.760  -4.712  0.783  0.09
H  1.766  -5.495  2.592  0.08
H  -1.346  -1.462  0.167  0.09
H  4.921  3.338  0.471  0.08

Atoms 1-2, force components in eV/Å:
Rh 0.4 2.1 0.0
S 0.0 -0.7 0.5

=====

3.
Molecular formula: C2H2Cl3O2
Method: DFT, ωB97M-V/def2-TZVPD

The expectation value of S² is 3.7621. The net charge is 0. Its HOMO energy (alpha / beta) is -4.70 / -10.83 eV. Its spin multiplicity is 4. The value obtained for the energy above the lowest of the compared OMol25 structures with the same formula, charge and spin is 111.7 kcal/mol.

Last column: Löwdin charge in e.
Element x y z (Å)
Cl  -3.734  0.754  0.923  0.59
Cl  -0.441  2.795  1.915  0.56
Cl  -0.445  1.895  -1.046  0.56
O  -0.991  0.305  1.056  -0.09
O  0.291  0.147  1.103  0.20
C  -2.632  2.079  0.518  -0.70
C  -1.128  1.810  0.599  -1.24
H  -2.908  2.954  1.111  0.06
H  -2.909  2.474  -0.461  0.06

Atoms 1-2, force components in eV/Å:
Cl -0.6 -0.6 0.2
Cl 1.2 0.5 2.5

=====

4.
Molecular formula: C3H3MnO3
Method: DFT, ωB97M-V/def2-TZVPD

The expectation value of S² is 8.7536. The net charge is +3. Its HOMO energy (alpha / beta) is -23.20 / -23.17 eV. Its spin multiplicity is 6. The value obtained for the energy above the lowest of the compared OMol25 structures with the same formula, charge and spin is 133.6 kcal/mol.

Last column: Löwdin charge in e.
Element x y z (Å)
Mn  0.145  -2.603  2.845  1.74
O  1.626  -0.185  -1.173  0.33
O  -1.427  0.548  0.650  0.23
O  -0.357  -1.024  1.916  0.07
C  -0.447  1.161  -1.065  0.34
C  0.556  0.268  -0.798  -0.03
C  -0.638  -0.292  1.029  -0.27
H  1.959  -0.985  -0.707  0.21
H  -0.253  2.219  -0.851  0.19
H  -1.164  0.893  -1.848  0.19

Atoms 1-2, force components in eV/Å:
Mn 0.1 -1.3 1.3
O 1.0 -0.1 -1.3

=====

5.
Molecular formula: C4H30O13
Method: DFT, ωB97M-V/def2-TZVPD

The net charge is 0. Its HOMO energy is -8.75 eV. Its spin multiplicity is 1. The value obtained for the energy above the lowest of the compared OMol25 structures with the same formula, charge and spin is 25.0 kcal/mol.

Last column: Löwdin charge in e.
Element x y z (Å)
O  1.140  0.965  -1.714  0.00
O  0.953  -2.551  -1.786  -0.06
O  -1.855  -1.493  -1.161  -0.06
O  -0.209  2.969  0.999  -0.08
O  -1.237  1.933  -2.658  -0.08
O  -2.703  -2.532  1.229  -0.03
O  3.724  0.282  0.563  -0.03
O  -0.658  -4.004  0.002  -0.06
O  3.428  -2.989  -0.363  -0.06
O  -3.430  0.487  -2.161  -0.07
O  1.711  3.202  2.854  -0.04
O  2.491  3.363  -0.581  -0.05
O  -3.696  1.257  0.671  -0.04
C  0.110  -0.576  1.395  -0.20
C  0.815  -0.358  0.136  -0.14
C  0.394  0.667  -0.616  -0.20
C  0.565  -1.254  2.445  0.02
H  0.105  -3.461  -0.227  0.00
H  1.806  3.997  -0.783  0.03
H  -0.245  3.854  0.610  0.05
H  0.036  -1.356  3.386  0.06
H  2.004  2.309  3.062  0.05
H  2.317  2.461  -0.893  0.01
H  0.302  3.152  1.832  0.01
H  -2.060  1.407  -2.453  0.01
H  -2.770  1.081  0.493  0.01
H  -1.214  -3.532  0.632  -0.01
H  2.816  0.603  0.509  0.00
H  -0.897  -1.475  -1.023  0.01
H  -3.110  -0.335  -1.732  0.02
H  -2.418  -1.730  1.672  0.05
H  -0.873  -0.121  1.509  0.09
H  3.927  0.381  1.498  0.05
H  -3.651  -2.687  1.284  0.09
H  0.321  -3.105  -2.261  0.08
H  2.162  3.307  1.998  0.05
H  -3.642  2.106  1.125  0.06
H  -3.910  0.968  -1.466  0.04
H  1.787  -0.808  0.009  0.08
H  1.288  -1.836  -2.346  0.08
H  3.489  -2.080  -0.059  -0.01
H  -0.537  1.174  -0.527  0.09
H  2.756  -3.078  -1.052  0.00
H  -2.150  -2.029  -0.406  0.01
H  0.561  1.349  -2.391  0.08
H  1.518  -1.780  2.376  0.07
H  -1.259  1.899  -3.629  0.06

Atoms 1-2, force components in eV/Å:
O 0.3 0.1 -0.1
O 0.2 0.0 0.0

=====

6.
Molecular formula: C5H13NOS
Method: DFT, ωB97M-V/def2-TZVPD

The net charge is 0. Its HOMO energy is -8.17 eV. Its spin multiplicity is 1. The value obtained for the energy above the lowest of the compared OMol25 structures with the same formula, charge and spin is 69.5 kcal/mol. The SMILES is CC(C)(C)C=O.[NH3+][S-].

Last column: Löwdin charge in e.
Element x y z (Å)
S  -0.104  -2.114  -2.138  0.33
O  -0.139  1.040  -1.512  -0.06
N  0.923  -0.888  -3.153  -0.22
C  1.276  0.491  1.001  -0.04
C  -0.267  0.170  0.769  -0.52
C  -0.756  0.386  -0.663  -0.28
C  -0.913  1.397  1.389  -0.08
C  -0.701  -1.101  1.542  -0.03
H  0.794  0.085  -2.679  0.08
H  -1.964  1.403  1.279  0.08
H  -0.826  1.445  2.428  0.08
H  1.270  0.690  2.092  0.08
H  -0.643  -2.052  0.900  0.09
H  0.586  -0.699  -4.059  0.07
H  -1.564  -1.104  2.095  0.04
H  1.895  -0.391  0.887  0.07
H  -0.615  2.298  0.952  0.08
H  1.662  -1.411  -2.847  -0.03
H  1.693  1.318  0.350  0.10
H  0.134  -1.132  2.239  0.07
H  -1.741  0.170  -0.871  0.09

Atoms 1-2, force components in eV/Å:
S -0.3 0.4 -0.4
O -0.2 -0.4 0.8

=====

7.
Molecular formula: C9H9O2S2
Method: DFT, ωB97M-V/def2-TZVPD

The net charge is -1. Its HOMO energy is -3.07 eV. Its spin multiplicity is 1. The value obtained for the energy above the lowest of the compared OMol25 structures with the same formula, charge and spin is 55.5 kcal/mol.

Last column: Löwdin charge in e.
Element x y z (Å)
S  2.233  -1.052  -1.022  0.74
S  2.402  -0.331  1.740  0.65
O  2.147  2.191  -1.436  0.12
O  3.770  1.873  0.092  0.07
C  1.650  0.060  0.199  -1.06
C  2.794  1.872  -0.529  -0.60
C  -2.202  1.780  -0.049  -0.18
C  -0.299  0.843  -1.090  -0.10
C  1.076  -2.495  -0.625  -0.33
C  -0.232  1.190  1.295  -0.08
C  -1.596  1.279  -1.183  -0.16
C  -1.554  1.625  1.179  -0.12
C  0.394  0.685  0.157  -0.39
H  1.376  -3.243  -1.240  -0.04
H  1.319  -2.807  0.326  -0.02
H  -1.961  1.911  2.166  0.09
H  0.066  -1.954  -0.903  0.07
H  3.631  0.501  1.522  -0.05
H  0.349  0.976  2.127  0.03
H  -2.266  1.331  -2.160  0.13
H  -3.325  2.109  -0.201  0.11
H  0.290  0.366  -1.998  0.11

Atoms 1-2, force components in eV/Å:
S -0.7 -0.8 -0.3
S 2.1 1.4 0.3

=====

- Look up the energy above the lowest of the compared OMol25 structures with the same formula, charge and spin of the fifth one.
  25.0 kcal/mol